ORCA calculation (ωB97M-V/def2-TZVPD) on C48H54AuN7OPS3 as an isolated structure in a non-equilibrium geometry.

The geometry in XYZ format:
```
115
Properties=species:S:1:pos:R:3:mulliken_charge:R:1
Au -0.17888 -0.31590 -0.52548 0.53
N 1.75753 -0.79190 -0.41622 -0.70
S 2.93577 -0.32940 0.31269 1.71
N 3.11526 -0.80283 1.89465 0.22
S 2.96866 -0.13625 3.27979 0.80
N 1.71177 0.61323 3.74722 0.10
S 0.18640 0.30275 3.08266 0.14
N -0.04652 0.76286 1.73213 0.35
C -0.03395 -1.45821 3.45069 2.16
C -0.27573 -1.87837 4.75137 -1.17
C -0.37157 -3.23675 5.01278 -1.06
C -0.23056 -4.15343 3.97926 -0.86
C 0.00094 -3.71991 2.68175 -0.76
C 0.10474 -2.36397 2.41176 -0.40
C -0.84248 1.05940 4.34348 -0.09
C -0.34901 1.64459 5.49649 -0.12
C -1.24490 2.20708 6.39597 -0.80
C -2.60678 2.17077 6.13402 -0.83
C -3.08628 1.60282 4.95933 -0.70
C -2.20008 1.04716 4.05211 -0.06
C 4.29952 0.99360 3.66017 0.69
C 5.60077 0.53132 3.53107 -0.53
C 6.64631 1.39438 3.80524 -0.77
C 6.38132 2.69766 4.21036 -0.60
C 5.07392 3.14006 4.34651 -0.84
C 4.01847 2.28403 4.07070 -0.31
C 3.34177 -1.49960 4.38037 0.57
C 3.62285 -2.76237 3.88850 0.12
C 3.90195 -3.78169 4.78749 -0.97
C 3.89824 -3.52624 6.15064 -0.62
C 3.60559 -2.25553 6.62957 -0.69
C 3.32353 -1.23243 5.74189 -1.10
C 3.50366 1.39660 0.29467 0.15
C 2.57187 2.41146 0.44529 -0.05
C 3.01705 3.72406 0.51331 -0.61
C 4.37121 4.00793 0.41951 -0.70
C 5.29225 2.98331 0.25377 -0.74
C 4.86383 1.66631 0.19480 -0.27
C 4.34724 -1.16989 -0.40068 -0.30
C 5.31897 -1.79049 0.36534 0.38
C 6.39538 -2.39165 -0.27084 -1.01
C 6.49132 -2.35807 -1.65438 -0.52
C 5.49375 -1.75719 -2.41243 -0.78
C 4.41179 -1.16123 -1.78631 -0.33
H -0.39278 -1.15591 5.54768 0.57
H -0.55947 -3.57830 6.02237 0.50
H -0.30412 -5.21286 4.19006 0.47
H 0.10660 -4.43845 1.87889 0.53
H 0.28437 -1.99381 1.40774 0.12
H 0.71698 1.64347 5.68203 0.32
H -0.87807 2.66590 7.30452 0.46
H -3.29731 2.58787 6.85538 0.39
H -4.14943 1.59124 4.75809 0.46
H -2.53713 0.60344 3.12006 0.52
H 5.78966 -0.49241 3.23001 0.23
H 7.66743 1.04977 3.71400 0.48
H 7.20345 3.36471 4.43429 0.43
H 4.87493 4.15349 4.66834 0.47
H 2.98751 2.59497 4.16777 0.53
H 3.61745 -2.92866 2.82060 0.52
H 4.12195 -4.77521 4.42029 0.50
H 4.13454 -4.32063 6.84664 0.43
H 3.60002 -2.06137 7.69356 0.47
H 3.09338 -0.23324 6.09343 0.32
H 1.52142 2.16089 0.51719 0.25
H 2.29947 4.52536 0.63478 0.48
H 4.71316 5.03403 0.47153 0.41
H 6.34701 3.20973 0.16950 0.45
H 5.58227 0.87031 0.05981 0.38
H 5.21736 -1.80731 1.44176 0.08
H 7.15818 -2.88702 0.31529 0.46
H 7.34381 -2.81114 -2.14286 0.41
H 5.55833 -1.75664 -3.49197 0.43
H 3.61059 -0.70172 -2.35026 0.50
O -2.21184 0.01089 -0.82577 -1.25
P -3.56440 0.07233 -0.20822 -0.71
N -3.79161 1.52096 0.53243 1.07
C -2.80276 2.61566 0.48160 -0.01
C -3.52998 3.78099 1.15177 -0.72
C -5.00609 3.50530 0.84883 -0.82
C -5.09587 1.99067 1.01028 -0.46
N -4.80388 -0.08387 -1.31476 0.12
C -4.81914 0.97323 -2.35023 -0.47
C -5.56726 0.33682 -3.51328 -0.71
C -5.15522 -1.13900 -3.45267 -0.73
C -4.89534 -1.41505 -1.96520 -0.19
N -3.80538 -1.14849 0.86689 0.77
C -2.77965 -2.14234 1.21212 0.21
C -3.48378 -3.06295 2.21064 -0.66
C -4.96606 -2.93284 1.84260 -0.93
C -5.09105 -1.45230 1.49631 -0.49
H -2.54492 2.85384 -0.55483 0.31
H -1.88201 2.33052 0.99448 -0.34
H -3.19395 4.74244 0.76784 0.45
H -3.36309 3.75966 2.23115 0.25
H -5.23652 3.79134 -0.17953 0.26
H -5.68409 4.03427 1.51658 0.42
H -5.90779 1.53892 0.43841 0.39
H -5.23707 1.73269 2.06677 0.12
H -3.80088 1.24760 -2.64920 0.35
H -5.32276 1.86274 -1.96764 0.02
H -5.30646 0.80288 -4.46158 0.36
H -6.64320 0.43483 -3.36210 0.33
H -4.24974 -1.30990 -4.03458 0.32
H -5.93644 -1.78878 -3.84250 0.35
H -3.97290 -1.98461 -1.82758 0.13
H -5.71217 -1.98275 -1.51314 0.27
H -1.89507 -1.66504 1.63680 -0.47
H -2.46018 -2.69208 0.32044 0.23
H -3.32161 -2.70858 3.23111 0.17
H -3.11833 -4.08586 2.13962 0.48
H -5.62932 -3.22434 2.65517 0.42
H -5.19126 -3.54762 0.96897 0.30
H -5.23293 -0.86325 2.41078 0.17
H -5.91694 -1.23316 0.81785 0.46
```

The net charge is +1. The value obtained for the lowest unoccupied orbital energy is -2.01 eV. The orbital gap comes out at 7.46 eV. The HOMO energy comes out at -9.466 eV. Its molecular weight is 1069.15 g/mol. Its spin multiplicity is 1.